[1]
Below is a 4-piece molecular cluster, C33H57N7O5S overall at a distorted geometry, with properties calculated with ωB97M-V/def2-TZVPD.

- SMILES string = [H]/N=C(/N)NCCCCc1c(C/C(C)=N/[H])c(CCCNCc2ccccc2O)c2nsnc2c1O.CC(C)O.CC(C)O.CC(C)O
- total charge = 0
- calculated total energy (eV) = -66635.6994

Structure (XYZ):
```
103
Properties=species:S:1:pos:R:3:forces:R:3
S 0.2721 -8.5790 -2.0029 0.17 3.19 0.55
O 3.5475 6.0186 -0.6612 -0.17 -0.28 0.11
O 7.7291 1.1819 0.4951 0.03 -0.15 -0.29
O -6.9517 -0.6770 1.3092 -1.41 0.11 -2.58
O 3.3541 -4.9719 -2.1831 -2.44 0.36 -0.70
O -9.1567 2.6694 2.7430 -0.09 -0.06 -0.31
N -0.9886 -7.5449 -1.4335 4.53 3.10 -0.64
N 0.7692 -2.4599 1.5539 -2.99 1.70 -1.72
N 5.3212 0.2718 -1.3299 -0.44 1.76 0.62
N -4.7437 -2.6886 0.6265 -0.28 -0.83 -1.06
N 3.8807 0.4695 0.6056 2.36 0.84 -3.05
N 4.4453 2.5840 -0.3835 0.46 -1.11 0.21
N 1.6543 -7.5626 -2.2145 -4.29 3.27 1.80
C -0.9221 -2.2007 -0.3882 1.86 -0.38 0.32
C -7.5644 1.2167 -2.2572 1.91 -3.42 0.54
C 7.6605 3.5847 0.6317 0.13 0.18 -0.27
C -8.4041 1.7564 3.5404 -0.02 0.40 0.53
C -7.5723 0.8955 -0.7406 0.98 -1.41 -1.46
C -0.8206 -0.5669 1.9489 0.50 -0.86 -0.05
C -1.0189 -4.8584 -0.8753 2.82 0.94 -0.76
C 5.6790 6.9087 0.0139 0.10 -0.08 0.25
C -9.2193 1.3618 4.7622 -0.18 -0.23 0.01
C -4.4271 -4.0393 1.1790 0.86 -0.12 0.95
C -2.5548 -4.9460 -0.4384 0.69 -0.30 -0.33
C -6.2004 -1.3767 -1.0878 -1.20 2.69 -1.45
C 3.3195 -0.3501 -2.8889 0.37 -0.44 -0.19
C -0.1659 -3.5462 -0.8969 -1.18 -3.50 -0.40
C -0.3506 -6.2256 -1.3564 0.75 -0.46 -0.37
C -0.2683 -1.7955 1.0445 1.67 -0.38 1.78
C 4.9469 5.9743 -0.9367 0.09 0.65 -0.14
C 1.1548 -6.2428 -1.8201 -0.75 -0.27 0.36
C 2.1383 -2.1219 -1.2917 -0.23 0.01 -0.46
C 4.7678 0.3231 -2.7194 -0.24 0.75 -0.72
C 8.4319 2.3233 0.9860 -0.53 0.20 0.42
C -6.9170 -0.3924 -0.1068 0.48 0.31 -4.14
C -6.8788 0.2145 -3.2545 0.20 -1.00 4.29
C -6.2108 -1.0431 -2.6353 -1.41 2.03 1.57
C -7.0861 2.4011 3.9383 0.26 -0.05 -0.17
C 3.2633 -1.9045 -2.4234 0.99 0.48 1.18
C 1.3702 -3.5191 -1.3578 -1.19 -3.66 -0.04
C -2.8661 -4.4575 1.0629 -0.90 -1.12 0.18
C 8.6185 2.1931 2.4893 0.25 -0.15 0.12
C 4.5409 1.0965 -0.3695 -2.21 -1.68 2.47
C -5.4744 -2.7406 -0.6686 -1.25 0.29 -0.27
C 1.9732 -4.8729 -1.7896 -1.77 1.39 0.79
C 5.1886 6.3596 -2.3876 0.01 -0.20 -0.21
H -6.5165 2.6898 3.0507 -0.05 -0.12 0.05
H -6.3170 -3.5308 -0.5475 1.39 1.25 -0.15
H 9.1699 3.0458 2.8939 -0.06 -0.06 0.00
H -2.8838 -6.0572 -0.4919 0.71 1.86 -0.05
H -3.1684 -4.4113 -1.2526 0.82 -0.52 1.43
H 7.5232 3.6601 -0.4507 0.04 -0.01 0.09
H -10.1686 0.9103 4.4609 0.12 -0.01 -0.01
H 4.1138 -0.5372 0.4427 -0.27 0.80 0.33
H 3.3170 -4.9858 -3.1763 0.29 -0.15 1.30
H 3.2435 6.9249 -0.8062 0.08 -0.19 0.02
H 6.2870 0.6688 -1.2933 -0.88 -0.48 -0.38
H 3.0592 -0.3325 -4.0190 0.30 0.38 1.94
H -8.6749 0.6481 5.3863 -0.05 0.07 0.00
H 7.6513 2.1288 2.9987 0.00 0.12 -0.08
H -2.0550 -2.3268 -0.3304 1.70 0.03 -0.01
H -6.8309 0.3798 -4.3950 -0.17 -0.21 2.20
H 5.2788 4.9462 -0.7697 -0.25 0.05 -0.02
H -2.7493 -5.3942 1.7390 -0.02 1.57 -1.05
H -6.4776 1.7187 4.5376 -0.02 0.07 -0.03
H -4.8503 -3.0859 -1.5670 -0.76 0.53 1.09
H 9.4086 2.3398 0.4942 -0.15 -0.19 -0.06
H 1.3662 -1.2669 -1.4349 1.07 -1.63 0.27
H -7.2573 3.3156 4.5160 -0.08 -0.11 0.08
H 5.3290 7.9395 -0.1044 0.06 -0.04 -0.12
H 6.7579 6.8844 -0.1615 -0.06 0.04 0.02
H -8.2097 0.8725 2.9272 -0.07 0.22 -0.11
H 6.2526 6.3188 -2.6351 -0.07 0.03 -0.01
H 5.4870 6.6270 1.0531 0.05 -0.04 -0.10
H 4.2837 -2.1045 -1.9071 -1.66 0.10 -1.00
H -8.0988 1.6442 -0.0375 0.99 -1.41 -1.17
H 4.8214 7.3713 -2.5896 0.10 0.02 0.11
H -8.0213 2.1573 -2.7343 0.67 -1.58 1.30
H 5.5434 -0.1731 -3.4071 -1.23 0.75 1.00
H 4.6327 2.8788 0.5960 -0.33 -0.31 -0.96
H 6.8615 1.1553 0.9242 0.21 -0.03 0.07
H -1.6309 0.0548 1.4388 1.13 -0.82 0.86
H 0.0979 0.0682 2.2608 -1.64 -0.85 -0.79
H -4.7349 -4.0282 2.2980 0.57 -0.20 -1.75
H 3.1775 -2.6421 -3.2900 -0.11 1.28 1.14
H -2.1422 -3.6788 1.4813 -1.13 -0.92 -0.75
H -1.1847 -1.0575 2.9350 0.22 0.94 -1.74
H 6.6609 3.5691 1.0769 0.13 0.01 0.12
H 3.4798 2.8953 -0.5718 0.62 -0.42 0.00
H -7.7860 -1.2082 1.4143 1.17 0.65 0.05
H -0.7088 -1.3310 -1.1199 -0.36 -1.34 1.17
H -9.4647 2.2400 5.3684 0.14 -0.01 0.00
H 2.5945 -1.9240 -0.2448 -0.88 -0.68 -1.74
H 4.6473 5.6869 -3.0586 0.10 -0.01 0.09
H 1.0534 -2.0259 2.4527 -0.33 -0.20 -0.62
H -5.7009 -1.7892 -3.3562 -0.88 1.33 1.44
H 4.6503 1.4377 -2.9955 0.23 -1.61 -0.09
H 2.5766 0.3000 -2.2813 1.03 -1.17 -1.12
H -3.9286 -2.0623 0.6037 -0.59 -0.54 -0.07
H 8.1839 4.4788 0.9811 -0.07 -0.04 0.00
H -5.0432 -4.8562 0.6591 0.82 1.29 0.69
H 9.1644 1.2770 2.7305 0.00 0.11 -0.06
H -9.3338 3.4557 3.2771 0.06 -0.18 -0.09
```
Positions in Å, forces in eV/Å.

[2]
Below is a 4-piece molecular cluster, C33H58B2FIN3O15P overall at a distorted geometry, with properties calculated with ωB97M-V/def2-TZVPD.

- SMILES string = C=C[C@](CC(=O)I)(O[C@](CCCCC)([PH2]=N)c1ccncc1)[C@@](CC)(O[C@@](F)(CC=O)B(O)CC)B(N)O.COC(=O)OC.COC(=O)OC.COC(=O)OC
- total charge = 0
- calculated total energy (eV) = -91802.1130

Structure (XYZ):
```
114
Properties=species:S:1:pos:R:3:forces:R:3
I -0.2377 5.4511 -0.3072 0.13 -0.18 0.18
P -1.7625 -0.6027 1.8572 -1.54 -0.37 0.46
F 1.3466 -0.2216 -1.7091 0.13 0.60 0.46
O 0.0434 1.0286 0.4765 0.04 0.16 0.60
O 4.2107 -3.6204 -2.0107 -0.44 0.30 0.70
O -6.4567 2.7167 -4.1561 0.00 0.07 0.04
O 1.9442 -0.6095 0.5204 0.09 0.31 -0.22
O 6.5880 -1.3781 -4.6642 0.01 0.07 0.03
O 0.2614 -2.6156 -1.9702 0.67 -0.73 0.17
O -8.4127 2.2140 -5.1705 -0.06 0.00 -0.02
O 1.0822 3.0057 -1.2721 -0.12 0.49 1.04
O 4.1377 2.4973 0.7864 -0.16 -0.95 0.49
O -6.6465 1.1079 -5.7300 -0.04 0.02 -0.09
O -0.4774 -2.4630 7.2026 0.03 0.00 -0.01
O 6.9840 -3.4486 -5.4768 0.03 -0.03 -0.05
O 0.8928 -2.2476 5.4135 -0.05 0.04 -0.07
O 8.0504 -1.7839 -6.3387 0.04 0.01 -0.04
O 1.5752 -1.8947 7.5365 0.04 0.02 0.04
N -3.0487 0.3532 -3.1121 -0.07 0.06 0.04
N -3.2654 -1.0826 1.7156 0.51 -0.09 0.03
N 3.6135 1.4963 -1.3896 0.58 -0.29 0.48
C 1.4471 -3.3380 1.6818 -0.90 -0.12 0.36
C 1.1822 3.0363 1.1573 -1.25 0.44 0.50
C 7.1497 -2.1308 -5.4170 0.01 -0.14 -0.04
C 1.9325 -1.0774 -0.7765 -0.28 -1.64 -1.02
C -7.1042 2.0748 -4.9415 0.01 -0.12 -0.08
C 0.8394 3.5307 -0.2322 0.71 -0.63 -1.14
C 0.7603 -3.4792 0.3097 0.42 0.22 0.56
C -1.3222 0.9389 0.8532 -1.11 -0.36 -1.31
C -2.3362 1.7778 -1.3292 0.28 0.40 0.46
C -1.5401 -2.8144 6.3140 -0.26 -0.10 -0.16
C 8.3287 -0.3851 -6.3878 0.11 0.21 -0.09
C -3.4438 1.9826 2.0067 -0.34 0.09 0.07
C -2.8714 1.5433 -2.5622 -0.42 0.95 -1.06
C 3.2730 -1.5277 -1.4168 -0.08 0.00 0.40
C -2.6581 -0.6526 -2.3528 -0.15 -1.23 -0.65
C 2.8755 -1.5931 7.0303 0.25 0.06 0.02
C 3.2257 0.3102 2.2112 1.11 -0.47 -0.93
C 0.6818 -2.2068 6.5988 -0.07 0.00 0.13
C 0.8284 1.2567 2.8398 -0.40 -0.40 0.44
C -1.9696 0.7103 -0.5449 0.38 0.00 0.92
C 6.0355 -3.9647 -4.5365 -0.15 -0.21 0.14
C 3.7091 -2.9552 -1.1210 0.71 -0.41 -1.08
C -2.1297 -0.5374 -1.0986 0.39 -0.19 0.55
C 4.5889 -0.3286 1.8094 -0.37 -0.11 0.81
C 1.1618 2.1037 3.8302 -0.47 0.35 -0.48
C -1.9972 2.1565 1.4987 0.22 0.18 1.23
C 1.0398 1.5000 1.3585 -0.26 0.73 -0.01
C -5.9557 2.2036 1.5487 0.01 -0.96 -0.90
C 2.3767 0.6808 0.9470 0.25 0.02 1.14
C -5.2443 0.8495 -5.5845 0.23 -0.16 -0.01
C -4.5534 1.9032 0.9584 -0.05 1.09 0.10
C -6.7666 0.8922 1.6185 0.39 0.75 0.13
C -9.0380 3.2268 -4.3838 -0.20 0.14 0.08
B 0.9643 -2.3914 -0.8113 -0.33 -0.03 0.10
B 3.4063 1.5461 0.0716 -0.11 0.90 -0.89
H 3.6402 -3.4237 -0.1204 -0.18 0.45 0.04
H -1.4388 2.4552 2.3951 0.16 -0.22 -0.10
H -3.2452 -2.0410 1.3785 -0.36 0.07 -0.12
H -4.9911 0.0491 -6.2746 -0.22 0.00 -0.06
H -2.2178 2.8018 -1.0116 -0.01 0.02 -0.01
H -8.6033 4.2024 -4.5958 0.09 -0.03 0.09
H -1.8440 -1.4400 -0.5813 -0.01 -0.06 -0.03
H 3.3074 2.3955 -1.7587 -0.28 -0.21 -0.16
H 3.4710 1.1803 2.8111 -0.36 -0.02 0.17
H -0.8901 -1.6575 1.5255 0.61 0.57 0.21
H 3.2946 -2.4525 6.5094 -0.07 0.04 -0.10
H -3.6497 2.8878 2.5897 0.13 0.03 -0.05
H 0.9966 -4.0651 2.3643 0.21 -0.09 0.00
H -10.0887 3.2397 -4.6612 0.04 -0.13 -0.12
H 1.2230 -2.3702 2.1304 0.28 0.05 -0.05
H -7.7918 1.0901 1.9341 0.04 -0.26 0.18
H -3.5560 1.1735 2.7354 0.16 -0.13 -0.16
H 0.7990 3.1291 3.7957 1.43 0.44 -0.40
H 9.0684 -0.2367 -7.1698 -0.01 -0.18 -0.02
H -6.7860 0.4724 0.6121 -0.10 -0.13 0.07
H 4.5118 -0.9727 0.9344 0.11 0.17 -0.11
H 4.6191 1.4960 -1.5691 -0.03 -0.04 -0.18
H 5.0443 2.5098 0.4638 -0.06 0.59 -0.24
H 5.3886 0.4074 1.7392 -0.02 -0.03 -0.39
H 2.7362 -0.4846 2.7709 -0.49 0.43 0.19
H -0.3205 -3.5745 0.4838 0.01 -0.02 -0.16
H 4.8756 -0.9850 2.6357 0.12 -0.03 -0.10
H -3.1827 2.4067 -3.1448 -0.04 -0.12 -0.13
H 2.0947 3.4827 1.5541 0.22 -0.13 -0.43
H 8.7406 -0.0411 -5.4403 -0.12 0.01 0.04
H -1.5601 -0.2601 3.2200 0.65 0.14 -0.35
H 7.4308 0.1776 -6.6377 -0.02 0.00 0.13
H 6.3538 -3.7617 -3.5173 -0.08 0.13 -0.01
H -4.3633 2.7050 0.2354 0.17 -0.14 -0.07
H -2.7683 -1.6551 -2.7577 -0.04 0.08 -0.14
H 0.4474 0.2882 3.1717 1.47 -0.65 -0.46
H -1.7508 -1.9973 5.6256 0.08 -0.05 -0.07
H 3.1295 -1.4704 -2.4955 0.13 0.01 -0.02
H 4.1221 -0.8768 -1.1956 -0.13 0.02 0.08
H -6.2432 0.1931 2.2723 -0.30 -0.15 0.05
H -6.4643 2.8525 0.8312 -0.06 0.18 0.23
H 2.8397 -0.7285 6.3687 -0.03 -0.08 -0.09
H -2.4232 -3.0023 6.9176 0.13 0.07 0.19
H 1.7576 1.7837 4.6787 -1.24 -0.31 0.72
H 0.4064 3.4921 1.7773 0.04 -0.02 0.01
H 1.0437 -4.4490 -0.1205 -0.10 0.10 -0.18
H 2.5224 -3.5106 1.7035 0.01 0.15 -0.21
H -5.0120 0.5265 -4.5742 0.05 0.14 0.02
H 0.8220 -2.5000 -2.7461 -0.44 0.67 -0.23
H 3.5018 -1.3579 7.8863 -0.15 -0.03 0.10
H -1.9801 3.0486 0.8725 0.17 -0.21 -0.27
H -4.6628 1.7329 -5.8441 -0.03 0.04 0.12
H 5.9911 -5.0404 -4.6829 0.15 0.03 -0.16
H -1.2955 -3.7215 5.7636 0.08 0.09 -0.09
H -8.9542 2.9968 -3.3228 0.11 0.06 -0.01
H 5.0487 -3.5442 -4.7148 0.05 0.12 0.10
H -4.5553 0.9715 0.3967 0.04 -0.12 0.17
H -5.8888 2.7278 2.5034 -0.04 -0.09 0.04
```
Positions in Å, forces in eV/Å.

Table of frontier orbital gap (eV), in record order: 7.14 8.40
Table of highest occupied orbital energy (eV), in record order: -7.976 -8.381
Table of LUMO level (hartree), in record order: -0.031 0.001